Run a
{
  "formula": "C4H11S2",
  "method": "ωB97M-V with the def2-TZVPD basis set",
  "species": ["C", "S", "C", "H", "H", "H", "H", "H", "H", "C", "C", "S", "H", "H", "H", "H", "H"],
  "positions_angstrom": [[3.123, -0.985, 0.598], [2.541, -1.885, -0.737], [0.788, -1.394, -0.667], [2.514, -1.053, 1.462], [3.206, 0.116, 0.423], [4.057, -1.497, 0.898], [0.848, -0.357, -0.214], [0.326, -1.594, -1.651], [0.158, -1.947, 0.086], [-1.958, 1.930, -0.418], [-2.450, 0.614, 0.176], [-2.237, 0.743, 2.057], [-0.990, 2.138, -0.055], [-2.621, 2.738, -0.068], [-1.956, 2.147, -1.505], [-1.837, -0.274, -0.103], [-3.512, 0.556, -0.283]],
  "mol_weight_g_mol": 123.27,
  "gap_ev": 5.29,
  "total_charge": -1
}

---

Run b
{
  "formula": "C4H11S2",
  "method": "ωB97M-V with the def2-TZVPD basis set",
  "species": ["C", "S", "C", "H", "H", "H", "H", "H", "H", "C", "C", "S", "H", "H", "H", "H", "H"],
  "positions_angstrom": [[-3.205, 0.185, -0.970], [-1.783, -0.902, -0.486], [-0.434, -0.427, -1.599], [-3.336, 0.260, -2.053], [-3.048, 1.217, -0.570], [-4.132, -0.229, -0.510], [0.510, -0.591, -1.024], [-0.422, -1.114, -2.476], [-0.526, 0.637, -1.861], [2.340, -0.494, 1.928], [1.693, 0.700, 1.164], [2.333, 0.754, -0.538], [3.393, -0.196, 2.014], [2.239, -1.383, 1.282], [1.871, -0.538, 2.934], [1.907, 1.647, 1.654], [0.600, 0.473, 1.111]],
  "mol_weight_g_mol": 123.27,
  "gap_ev": 5.55,
  "total_charge": -1
}

---

What are the relative energies? In kJ/mol: run a 45.4; run b 0.0.

---

Run a
{
  "formula": "CH2ClN2OP",
  "method": "ωB97M-V with the def2-TZVPD basis set",
  "species": ["C", "N", "N", "O", "P", "Cl", "H", "H"],
  "positions_angstrom": [[-1.082, 0.095, 0.037], [-0.793, -0.901, 0.868], [1.139, -1.573, 0.189], [0.051, 0.659, -0.588], [1.431, -0.207, -0.556], [2.698, 1.048, 0.370], [-1.955, -0.083, -0.787], [-1.489, 0.962, 0.468]],
  "mol_weight_g_mol": 124.47,
  "gap_ev": [7.91, 7.29]
}

---

Run b
{
  "formula": "CH2ClN2OP",
  "method": "ωB97M-V with the def2-TZVPD basis set",
  "species": ["C", "N", "N", "O", "P", "Cl", "H", "H"],
  "positions_angstrom": [[-0.462, -0.715, 0.930], [-0.956, -0.213, -0.390], [-0.259, 0.567, -0.986], [0.619, -0.225, 1.377], [0.850, 1.694, -0.867], [2.115, 1.152, -2.317], [-1.395, -0.443, 1.483], [-0.512, -1.817, 0.771]],
  "mol_weight_g_mol": 124.47,
  "gap_ev": [7.20, 7.20]
}

---

What are the relative energies? In kJ/mol: run a 245.6; run b 0.0.

---

Run a
{
  "formula": "C20H16BrN3O6S2Ti",
  "method": "ωB97M-V with the def2-TZVPD basis set",
  "species": ["Ti", "C", "C", "C", "C", "C", "C", "C", "S", "O", "O", "N", "C", "C", "O", "O", "H", "H", "H", "H", "H", "H", "H", "H", "H", "S", "C", "C", "C", "C", "C", "N", "H", "H", "H", "H", "Br", "C", "C", "C", "C", "C", "N", "C", "O", "O", "H", "H", "H"],
  "positions_angstrom": [[1.176, 0.959, -0.094], [0.227, -7.000, 1.256], [0.644, -5.567, 1.474], [1.900, -5.267, 1.998], [2.306, -3.952, 2.166], [1.450, -2.916, 1.811], [0.196, -3.195, 1.296], [-0.196, -4.520, 1.132], [2.060, -1.253, 1.969], [3.128, -1.182, 1.007], [2.427, -1.135, 3.365], [0.866, -0.314, 1.542], [0.145, 0.405, 2.634], [0.170, 1.923, 2.453], [-0.232, 2.628, 3.371], [0.626, 2.321, 1.316], [0.975, -7.692, 1.646], [0.096, -7.218, 0.193], [-0.721, -7.221, 1.752], [2.572, -6.075, 2.272], [3.285, -3.723, 2.566], [-0.453, -2.378, 1.009], [-1.172, -4.737, 0.707], [0.586, 0.170, 3.600], [-0.905, 0.102, 2.654], [-1.606, 0.759, -0.421], [-1.038, 1.879, -1.585], [-1.838, 2.577, -2.531], [-1.260, 3.453, -3.404], [0.122, 3.672, -3.376], [0.849, 2.962, -2.446], [0.292, 2.098, -1.596], [-2.902, 2.385, -2.530], [-1.878, 3.983, -4.123], [0.617, 4.360, -4.046], [1.924, 3.074, -2.362], [-0.255, -2.028, -2.304], [1.557, -1.388, -2.474], [2.307, -2.046, -3.411], [3.658, -1.607, -3.612], [4.090, -0.541, -2.877], [3.245, 0.088, -1.952], [1.920, -0.371, -1.707], [3.744, 1.238, -1.208], [4.836, 1.756, -1.410], [2.878, 1.736, -0.301], [1.872, -2.865, -3.962], [4.308, -2.102, -4.323], [5.088, -0.132, -2.967]],
  "s2": 2.017,
  "multiplicity": 3,
  "mol_weight_g_mol": 586.27,
  "gap_ev": [3.98, 6.51],
  "total_charge": -2
}

---

Run b
{
  "formula": "C20H16BrN3O6S2Ti",
  "method": "ωB97M-V with the def2-TZVPD basis set",
  "species": ["Ti", "C", "C", "C", "C", "C", "C", "C", "S", "O", "O", "N", "C", "C", "O", "O", "H", "H", "H", "H", "H", "H", "H", "H", "H", "S", "C", "C", "C", "C", "C", "N", "H", "H", "H", "H", "Br", "C", "C", "C", "C", "C", "N", "C", "O", "O", "H", "H", "H"],
  "positions_angstrom": [[-0.651, -0.631, 0.362], [-6.834, -1.844, -2.241], [-5.404, -2.196, -1.921], [-5.094, -3.004, -0.833], [-3.778, -3.326, -0.534], [-2.753, -2.842, -1.330], [-3.044, -2.049, -2.430], [-4.362, -1.725, -2.712], [-1.068, -3.353, -0.984], [-1.116, -3.971, 0.316], [-0.777, -4.203, -2.129], [-0.066, -2.118, -0.925], [0.295, -1.512, -2.222], [-0.456, -0.189, -2.454], [-0.577, 0.262, -3.589], [-0.932, 0.336, -1.376], [-7.465, -1.933, -1.356], [-7.245, -2.504, -3.010], [-6.911, -0.820, -2.612], [-5.890, -3.364, -0.190], [-3.527, -3.914, 0.338], [-2.258, -1.669, -3.069], [-4.578, -1.080, -3.558], [0.112, -2.204, -3.044], [1.363, -1.276, -2.207], [1.723, 0.631, 0.582], [0.581, 1.637, 1.387], [0.863, 2.851, 2.046], [-0.162, 3.579, 2.598], [-1.475, 3.109, 2.500], [-1.684, 1.899, 1.874], [-0.688, 1.170, 1.363], [1.891, 3.185, 2.088], [0.047, 4.514, 3.106], [-2.311, 3.660, 2.907], [-2.674, 1.464, 1.788], [2.353, -2.827, 1.406], [0.868, -2.436, 2.551], [0.957, -2.922, 3.835], [-0.132, -2.652, 4.716], [-1.235, -2.020, 4.221], [-1.264, -1.610, 2.874], [-0.125, -1.728, 2.051], [-2.496, -1.172, 2.242], [-3.550, -0.982, 2.851], [-2.392, -0.959, 0.910], [1.823, -3.486, 4.143], [-0.091, -2.979, 5.749], [-2.120, -1.838, 4.815]],
  "s2": 2.016,
  "multiplicity": 3,
  "mol_weight_g_mol": 586.27,
  "gap_ev": [4.36, 6.98],
  "total_charge": -2
}

---

What are the relative energies? In kJ/mol: run a 0.0; run b 15.7.

---

Run a
{
  "formula": "CH4ClOP",
  "method": "ωB97M-V with the def2-TZVPD basis set",
  "species": ["C", "O", "P", "Cl", "H", "H", "H", "H"],
  "positions_angstrom": [[0.530, 0.449, 0.310], [-1.592, -0.716, -1.535], [-1.100, 1.182, -0.041], [-0.577, 2.420, -1.413], [1.306, 0.727, -0.537], [0.298, -0.640, 0.652], [1.082, 0.923, 1.159], [-2.265, -1.350, -1.309]],
  "mol_weight_g_mol": 98.47,
  "gap_ev": [8.35, 8.35]
}

---

Run b
{
  "formula": "CH4ClOP",
  "method": "ωB97M-V with the def2-TZVPD basis set",
  "species": ["C", "O", "P", "Cl", "H", "H", "H", "H"],
  "positions_angstrom": [[1.621, -0.399, -0.378], [2.591, 0.327, -0.012], [-1.782, -0.205, 0.226], [-3.218, 1.189, -0.008], [1.838, -1.360, -0.855], [0.514, -0.127, -0.330], [-1.419, -0.422, -1.555], [-2.846, -1.186, 0.066]],
  "mol_weight_g_mol": 98.47,
  "gap_ev": 10.01
}

---

What are the relative energies? In kJ/mol: run a 0.0; run b 28.4.

---

Run a
{
  "formula": "C6H14O",
  "method": "ωB97M-V with the def2-TZVPD basis set",
  "species": ["C", "C", "C", "C", "C", "O", "C", "H", "H", "H", "H", "H", "H", "H", "H", "H", "H", "H", "H", "H", "H"],
  "positions_angstrom": [[-3.083, 0.557, -0.045], [-1.914, -0.298, 0.440], [-0.780, -0.363, -0.583], [0.426, -1.151, -0.106], [1.682, -0.982, -0.729], [2.469, -0.161, 0.746], [2.712, 1.222, 0.593], [-3.916, 0.549, 0.666], [-3.463, 0.194, -1.008], [-2.773, 1.599, -0.186], [-1.525, 0.095, 1.389], [-2.265, -1.317, 0.651], [-1.187, -0.803, -1.508], [-0.479, 0.663, -0.847], [0.213, -2.155, 0.264], [1.297, -0.473, 0.873], [2.407, -1.788, -0.796], [1.823, -0.182, -1.457], [3.533, 1.371, -0.120], [3.008, 1.675, 1.547], [1.817, 1.746, 0.217]],
  "mol_weight_g_mol": 102.18,
  "gap_ev": 9.11
}

---

Run b
{
  "formula": "C6H14O",
  "method": "ωB97M-V with the def2-TZVPD basis set",
  "species": ["C", "C", "C", "C", "C", "O", "C", "H", "H", "H", "H", "H", "H", "H", "H", "H", "H", "H", "H", "H", "H"],
  "positions_angstrom": [[-0.368, 0.062, -1.443], [1.114, -0.249, -1.475], [1.461, -1.326, -0.445], [0.903, -0.932, 0.916], [-0.570, -0.707, 0.912], [-1.038, 1.344, 0.738], [-2.424, 1.566, 0.830], [-0.603, 0.918, -2.093], [-0.803, 0.895, -0.223], [-0.984, -0.784, -1.771], [1.453, -0.581, -2.469], [1.688, 0.660, -1.237], [1.016, -2.286, -0.747], [2.543, -1.485, -0.379], [1.403, -0.037, 1.309], [1.084, -1.728, 1.658], [-1.183, -1.385, 0.330], [-1.000, -0.478, 1.883], [-2.984, 0.943, 0.115], [-2.660, 2.619, 0.638], [-2.770, 1.319, 1.841]],
  "mol_weight_g_mol": 102.18,
  "gap_ev": 7.67
}

---

What are the relative energies? In kJ/mol: run a 0.0; run b 126.1.